[1]
An isolated molecule of C7H12O, computed with the ωB97M-V functional and the def2-TZVPD basis.

```
20
Properties=species:S:1:pos:R:3
O -2.997 -1.309 2.164
C 0.797 0.796 -2.382
C 1.659 0.342 -1.207
C 0.838 -0.021 0.022
C -1.219 -1.463 0.644
C -1.849 -0.803 1.611
C 0.694 1.004 1.120
C -0.008 -1.054 -0.068
H -3.132 -0.931 3.035
H 1.462 1.777 1.084
H 2.335 1.172 -1.007
H -1.623 -2.421 0.354
H 0.079 -1.644 -0.989
H 0.585 1.863 -2.271
H -1.504 0.152 1.990
H 2.229 -0.569 -1.401
H 0.775 0.542 2.112
H -0.272 1.494 1.033
H 1.316 0.780 -3.349
H -0.163 0.294 -2.497
```

Values from the calculation:
HOMO level ... -7.9 eV
Gap between HOMO and LUMO ... 8.7 eV
SMILES string ... CC/C(C)=C/C=C/O



[2]
An isolated molecule of C7H12O, computed with the ωB97M-V functional and the def2-TZVPD basis.

```
20
Properties=species:S:1:pos:R:3
O -2.071 0.686 0.169
C -0.883 -0.870 1.540
C 1.564 0.020 -0.182
C 1.895 -1.389 0.205
C 0.362 0.635 -0.172
C 0.234 2.004 -0.807
C -0.858 0.043 0.353
C -2.073 0.065 -1.050
H -1.766 -0.638 2.142
H -0.123 1.937 -1.830
H -2.264 -0.990 -1.169
H 0.000 -0.742 2.164
H -0.460 2.638 -0.253
H 2.719 -1.757 -0.410
H -2.206 0.713 -1.906
H 1.207 2.492 -0.816
H 1.054 -2.066 0.060
H -0.959 -1.921 1.251
H 2.405 0.605 -0.540
H 2.221 -1.464 1.248
```

Values from the calculation:
HOMO level ... -7.5 eV
Gap between HOMO and LUMO ... 8.5 eV
SMILES string ... C/C=C(/C)[C@]1(C)CO1



[3]
An isolated molecule of C7H12O, computed with the ωB97M-V functional and the def2-TZVPD basis.

```
20
Properties=species:S:1:pos:R:3
O 0.524 -1.650 3.611
C 0.870 -0.500 0.430
C -0.111 -1.043 2.742
C -0.846 0.711 -1.075
C 0.124 0.745 0.063
C 0.532 1.967 0.409
C -0.004 -1.382 1.201
C -0.241 0.181 -2.530
H -0.955 -0.355 2.812
H 1.054 -1.054 -0.608
H 0.182 -0.813 -2.367
H -1.042 -1.254 0.912
H 1.364 2.116 1.101
H 1.938 -0.501 0.519
H -1.436 1.664 -1.138
H 0.085 -2.555 0.968
H -1.700 -0.059 -0.943
H 0.668 0.723 -2.995
H -1.217 0.127 -3.108
H 0.211 2.933 -0.004
```

Values from the calculation:
HOMO level ... -9.4 eV
Gap between HOMO and LUMO ... 10.1 eV
SMILES string ... C=C(CC)CCC=O



[4]
An isolated molecule of C7H12O, computed with the ωB97M-V functional and the def2-TZVPD basis.

```
20
Properties=species:S:1:pos:R:3
O -2.636 -0.883 -0.135
C -2.094 1.186 0.934
C 3.270 0.227 -1.125
C -0.284 -0.414 0.175
C -1.665 0.163 -0.110
C 2.238 -0.181 -0.372
C 0.820 0.248 -0.637
C -0.131 -1.413 1.066
H 3.132 0.894 -1.971
H -1.686 0.627 -1.102
H 0.762 1.330 -0.461
H -1.426 2.053 0.947
H -0.987 -1.805 1.612
H -2.256 -1.599 -0.672
H -2.111 0.746 1.938
H 0.822 -1.868 1.305
H -3.113 1.532 0.732
H 2.462 -0.826 0.471
H 4.283 -0.092 -0.899
H 0.600 0.072 -1.698
```

Values from the calculation:
HOMO level ... -9.4 eV
Gap between HOMO and LUMO ... 10.3 eV
SMILES string ... C=CCC(=C)[C@H](C)O



[5]
An isolated molecule of C7H12O, computed with the ωB97M-V functional and the def2-TZVPD basis.

```
20
Properties=species:S:1:pos:R:3
O 0.515 1.650 -1.468
C -1.015 -1.004 0.647
C 0.928 2.757 -0.688
C -0.389 -1.071 1.832
C -2.130 -1.904 0.194
C -0.669 -0.013 -0.471
C 0.535 0.465 -0.763
C 1.795 -0.240 -0.480
H 0.441 -0.397 2.103
H -1.577 0.302 -0.833
H 1.865 2.547 -0.104
H -2.953 -2.094 0.911
H -2.513 -1.550 -0.779
H 0.218 2.907 0.085
H -1.731 -2.911 -0.079
H 0.991 3.668 -1.301
H -0.723 -1.864 2.587
H 1.743 -1.077 0.195
H 2.465 0.463 -0.106
H 2.203 -0.633 -1.484
```

Values from the calculation:
HOMO level ... -8.3 eV
Gap between HOMO and LUMO ... 9.2 eV
SMILES string ... C=C(C)/C=C(\C)OC



[6]
An isolated molecule of C7H12O, computed with the ωB97M-V functional and the def2-TZVPD basis.

```
20
Properties=species:S:1:pos:R:3
O -1.494 -0.522 0.925
C 0.914 -1.766 -0.291
C 2.229 0.335 0.189
C -0.299 0.431 0.059
C 0.880 -0.301 0.031
C -2.532 -0.336 -0.014
C -0.338 1.870 0.484
C -1.437 0.032 -0.945
H 1.291 -1.959 -1.306
H 2.785 -0.141 1.008
H 1.599 -2.283 0.390
H -3.054 -1.274 -0.225
H -1.173 -0.623 -1.773
H 0.317 2.064 1.334
H 2.191 1.404 0.389
H -0.044 2.513 -0.352
H -0.068 -2.230 -0.202
H 2.840 0.190 -0.712
H -3.251 0.452 0.243
H -1.355 2.143 0.766
```

Values from the calculation:
HOMO level (spin up / spin down) ... -7.4 / -7.7 eV
Gap between HOMO and LUMO (spin up / spin down) ... 7.1 / 8.1 eV



In order of appearance, ΔE to the lowest compared entry with this formula, charge and spin = 29.3, 72.6, 65.2, 27.4, 51.3, 112.5 kcal per mole.